This record from the OMol25 dataset describes 7 unconnected molecules or ions with the total composition C59H51ClF3NO15P in a non-equilibrium geometry. The level of theory is wB97M-V/def2-TZVPD.

Last column: Löwdin charge in e.
Element x y z (Å)
1 C -1.164 -2.210 1.930  0.04
2 C -2.313 -2.067 1.285  -0.16
3 C -2.691 -2.877 0.078  -0.14
4 O -2.077 -2.354 -1.130  0.00
5 C -2.695 -1.276 -1.625  -0.47
6 O -3.515 -1.339 -2.481  0.20
7 C -2.396 0.087 -1.029  0.00
8 C -3.536 0.800 -0.704  0.03
9 C -3.430 2.041 -0.102  -0.26
10 P -4.983 2.929 0.365  0.99
11 C -5.156 4.214 -0.937  -0.25
12 C -6.392 1.785 0.089  -0.40
13 C -7.508 2.152 1.109  -0.15
14 N -2.195 2.543 0.156  0.04
15 C -2.072 3.872 0.822  -0.16
16 C -1.700 3.721 2.312  -0.70
17 C -0.725 4.812 2.771  -0.10
18 Cl -3.134 3.676 3.357  0.65
19 C -1.062 1.867 -0.160  -0.02
20 C 0.277 2.459 0.207  -0.11
21 O 0.855 1.501 1.080  -0.06
22 C 2.101 1.922 1.566  -0.25
23 C 2.155 2.419 2.861  0.00
24 C 3.389 2.807 3.380  -0.06
25 C 4.526 2.673 2.591  -0.07
26 C 4.454 2.188 1.289  -0.06
27 C 3.223 1.801 0.766  0.00
28 C -1.129 0.624 -0.799  0.07
29 C 0.108 -0.134 -1.261  -0.57
30 F 0.673 -0.860 -0.315  0.20
31 F -0.200 -0.949 -2.270  0.17
32 F 1.041 0.698 -1.754  0.15
33 H -0.745 -1.408 2.521  0.07
34 H -0.577 -3.116 1.881  0.08
35 H -3.027 -1.329 1.639  0.10
36 H -3.775 -2.900 -0.027  0.13
37 H -2.334 -3.893 0.195  0.12
38 H -4.494 0.375 -0.934  0.11
39 H -5.469 3.809 -1.897  0.05
40 H -5.838 4.992 -0.613  0.05
41 H -4.190 4.683 -1.113  0.03
42 H -6.135 0.741 0.230  0.07
43 H -6.800 1.925 -0.909  0.08
44 H -7.316 3.150 1.502  0.05
45 H -7.499 1.466 1.946  0.07
46 H -8.475 2.196 0.625  0.07
47 H -1.256 4.394 0.338  0.09
48 H -2.952 4.473 0.640  0.08
49 H -1.192 2.764 2.412  0.09
50 H -0.106 5.177 1.955  0.07
51 H -0.061 4.344 3.492  0.04
52 H -1.272 5.622 3.242  0.08
53 H 0.205 3.384 0.765  0.09
54 H 0.881 2.651 -0.676  0.14
55 H 1.253 2.501 3.449  0.09
56 H 3.442 3.175 4.392  0.10
57 H 5.487 2.949 3.000  0.11
58 H 5.335 2.076 0.677  0.11
59 H 3.135 1.404 -0.234  0.11
60 C -0.776 -3.159 -5.284  0.03
61 C -0.271 -3.555 -4.119  0.02
62 C 0.792 -4.588 -4.051  -0.38
63 O 1.250 -4.946 -2.986  0.10
64 C 1.271 -5.162 -5.332  0.02
65 C 0.768 -4.769 -6.501  0.03
66 C -0.296 -3.734 -6.567  -0.38
67 O -0.756 -3.368 -7.626  0.11
68 H -1.552 -2.407 -5.355  0.12
69 H -0.607 -3.151 -3.174  0.09
70 H 2.047 -5.914 -5.259  0.12
71 H 1.110 -5.182 -7.443  0.09
72 C 1.608 8.987 -0.739  0.04
73 C 1.668 7.659 -0.793  0.03
74 C 0.474 6.827 -0.527  -0.37
75 O 0.537 5.610 -0.574  0.07
76 C -0.792 7.522 -0.199  0.02
77 C -0.857 8.849 -0.144  0.04
78 C 0.341 9.689 -0.411  -0.38
79 O 0.281 10.895 -0.362  0.14
80 H 2.469 9.616 -0.929  0.13
81 H 2.581 7.128 -1.030  0.13
82 H -1.654 6.893 -0.008  0.11
83 H -1.771 9.378 0.094  0.13
84 C -0.454 3.814 7.716  0.02
85 C -0.068 3.526 8.956  0.03
86 C 1.053 2.586 9.215  -0.38
87 O 1.406 2.320 10.340  0.13
88 C 1.725 1.981 8.034  0.03
89 C 1.336 2.271 6.796  0.02
90 C 0.218 3.210 6.544  -0.36
91 O -0.139 3.479 5.411  0.06
92 H -1.268 4.496 7.505  0.12
93 H -0.543 3.956 9.828  0.13
94 H 2.539 1.298 8.243  0.13
95 H 1.811 1.838 5.923  0.11
96 C 5.055 -0.669 -3.060  0.03
97 C 4.515 -0.806 -1.853  0.01
98 C 5.356 -1.058 -0.655  -0.39
99 O 4.858 -1.183 0.443  0.10
100 C 6.823 -1.152 -0.856  0.02
101 C 7.365 -1.015 -2.063  0.03
102 C 6.525 -0.762 -3.261  -0.38
103 O 7.016 -0.635 -4.360  0.12
104 H 4.461 -0.487 -3.947  0.12
105 H 3.446 -0.745 -1.684  0.10
106 H 7.417 -1.337 0.031  0.12
107 H 8.432 -1.081 -2.232  0.12
108 C 3.928 -9.728 -8.012  0.03
109 C 2.927 -8.875 -8.209  0.02
110 C 3.173 -7.418 -8.332  -0.37
111 O 2.258 -6.639 -8.509  0.08
112 C 4.575 -6.945 -8.230  0.02
113 C 5.577 -7.797 -8.032  0.03
114 C 5.333 -9.258 -7.908  -0.38
115 O 6.245 -10.034 -7.729  0.12
116 H 3.772 -10.795 -7.918  0.12
117 H 1.896 -9.196 -8.289  0.12
118 H 4.729 -5.878 -8.324  0.12
119 H 6.607 -7.475 -7.953  0.12
120 C -4.662 -5.428 3.299  0.02
121 C -5.324 -5.730 4.412  0.03
122 C -4.608 -5.998 5.686  -0.38
123 O -5.210 -6.273 6.699  0.12
124 C -3.125 -5.915 5.668  0.03
125 C -2.464 -5.614 4.553  0.02
126 C -3.181 -5.345 3.284  -0.37
127 O -2.577 -5.066 2.268  0.08
128 H -5.163 -5.231 2.360  0.12
129 H -6.404 -5.796 4.447  0.12
130 H -2.623 -6.114 6.606  0.13
131 H -1.384 -5.549 4.518  0.12

Summary:
- HOMO level: -11.34 eV
- Total charge: +1
- Multiplicity: 1
- Frontier orbital gap: 7.31 eV


This record from the OMol25 dataset describes a molecular structure, C59H51FGeLaO2P3Si in a non-equilibrium geometry. The level of theory is wB97M-V/def2-TZVPD.

Last column: Löwdin charge in e.
Element x y z (Å)
1 La -0.643 0.889 0.878  1.25
2 F 2.286 -3.087 -3.504  -0.31
3 Ge 1.527 -1.996 -2.339  1.00
4 C 1.943 -3.114 -0.763  -0.22
5 C 2.558 -4.315 -1.180  -0.08
6 C 2.902 -5.318 -0.288  -0.04
7 C 2.626 -5.180 1.059  -0.04
8 C 2.026 -4.020 1.497  -0.11
9 C 1.703 -2.977 0.621  -0.38
10 P 0.900 -1.594 1.490  0.96
11 C -0.540 -2.462 2.236  -0.38
12 C -0.687 -2.807 3.580  -0.08
13 C -1.748 -3.610 3.978  -0.05
14 C -2.667 -4.073 3.049  -0.04
15 C -2.533 -3.728 1.712  -0.06
16 C -1.480 -2.921 1.310  -0.11
17 C 1.989 -1.191 2.904  -0.38
18 C 1.480 -0.331 3.882  -0.17
19 C 2.244 0.039 4.978  -0.05
20 C 3.536 -0.458 5.112  -0.04
21 C 4.051 -1.310 4.145  -0.06
22 C 3.293 -1.663 3.036  -0.09
23 C 2.694 -0.461 -2.780  -0.22
24 C 3.596 -0.834 -3.801  -0.08
25 C 4.599 0.009 -4.248  -0.04
26 C 4.761 1.258 -3.680  -0.04
27 C 3.890 1.657 -2.690  -0.11
28 C 2.844 0.839 -2.244  -0.38
29 P 1.822 1.652 -0.952  1.00
30 C 1.287 3.241 -1.716  -0.39
31 C 0.777 4.231 -0.872  -0.19
32 C 0.329 5.447 -1.362  -0.06
33 C 0.375 5.693 -2.730  -0.04
34 C 0.865 4.716 -3.586  -0.07
35 C 1.310 3.495 -3.087  -0.09
36 C 3.208 2.152 0.186  -0.41
37 C 3.677 3.445 0.406  -0.09
38 C 4.782 3.666 1.224  -0.05
39 C 5.446 2.600 1.811  -0.05
40 C 5.003 1.305 1.577  -0.06
41 C 3.892 1.087 0.777  -0.12
42 C -0.273 -2.135 -3.141  -0.22
43 C -0.240 -3.013 -4.249  -0.08
44 C -1.347 -3.230 -5.053  -0.04
45 C -2.534 -2.568 -4.801  -0.04
46 C -2.600 -1.710 -3.725  -0.10
47 C -1.501 -1.493 -2.883  -0.38
48 P -1.897 -0.355 -1.517  0.96
49 C -2.530 1.071 -2.492  -0.41
50 C -1.568 1.754 -3.243  -0.12
51 C -1.928 2.827 -4.039  -0.05
52 C -3.259 3.236 -4.088  -0.04
53 C -4.219 2.554 -3.356  -0.05
54 C -3.859 1.468 -2.561  -0.08
55 C -3.366 -0.999 -0.667  -0.40
56 C -3.823 -2.312 -0.782  -0.10
57 C -4.954 -2.707 -0.084  -0.07
58 C -5.623 -1.813 0.746  -0.03
59 C -5.155 -0.518 0.895  -0.06
60 C -4.026 -0.118 0.195  -0.16
61 H 2.765 -4.478 -2.220  0.09
62 H 3.375 -6.218 -0.661  0.12
63 H 2.870 -5.966 1.763  0.12
64 H 1.795 -3.923 2.551  0.11
65 H 0.033 -2.492 4.318  0.11
66 H -1.848 -3.882 5.022  0.12
67 H -3.484 -4.710 3.366  0.12
68 H -3.241 -4.095 0.982  0.09
69 H -1.359 -2.693 0.253  0.08
70 H 0.455 0.028 3.820  0.05
71 H 1.827 0.700 5.728  0.12
72 H 4.135 -0.183 5.971  0.12
73 H 5.055 -1.704 4.250  0.12
74 H 3.720 -2.321 2.289  0.11
75 H 3.520 -1.805 -4.253  0.09
76 H 5.262 -0.325 -5.037  0.12
77 H 5.557 1.918 -4.004  0.12
78 H 4.025 2.637 -2.251  0.11
79 H 0.775 4.084 0.207  0.09
80 H -0.048 6.201 -0.681  0.12
81 H 0.034 6.644 -3.122  0.12
82 H 0.907 4.903 -4.652  0.12
83 H 1.679 2.746 -3.778  0.11
84 H 3.205 4.298 -0.059  0.10
85 H 5.131 4.678 1.388  0.12
86 H 6.315 2.775 2.433  0.12
87 H 5.531 0.464 2.009  0.11
88 H 3.575 0.067 0.579  0.09
89 H 0.665 -3.534 -4.495  0.09
90 H -1.270 -3.916 -5.887  0.12
91 H -3.400 -2.716 -5.434  0.12
92 H -3.534 -1.197 -3.530  0.11
93 H -0.527 1.437 -3.218  0.09
94 H -1.176 3.343 -4.625  0.10
95 H -3.545 4.078 -4.706  0.12
96 H -5.256 2.862 -3.402  0.12
97 H -4.627 0.940 -2.012  0.11
98 H -3.323 -3.014 -1.438  0.12
99 H -5.321 -3.721 -0.192  0.12
100 H -6.513 -2.127 1.275  0.12
101 H -5.667 0.180 1.544  0.12
102 H -3.687 0.911 0.307  0.06
103 O -2.529 3.848 -0.436  0.18
104 C -1.770 3.034 -0.470  -0.09
105 O 1.469 3.041 3.119  0.17
106 C 1.243 2.188 2.437  -0.11
107 C -3.696 2.546 2.900  -0.26
108 Si -2.420 1.197 3.249  0.33
109 C -1.634 1.748 4.869  -0.26
110 C -3.339 -0.386 3.658  -0.24
111 H -4.473 2.542 3.674  0.04
112 H -4.207 2.457 1.934  0.00
113 H -3.214 3.529 2.929  0.02
114 H -2.403 1.937 5.628  0.04
115 H -1.074 2.680 4.741  0.02
116 H -0.957 0.996 5.289  0.01
117 H -4.390 -0.172 3.880  0.04
118 H -2.897 -0.830 4.553  0.03
119 H -3.315 -1.136 2.867  -0.01

Summary:
- HOMO level: -11.82 eV
- Total charge: +2
- Multiplicity: 1
- Frontier orbital gap: 5.68 eV